Record 1
101
Properties=species:S:1:pos:R:3:lowdin_charge:R:1 method="wB97M-V/def2-TZVPD" orbital_gap_ev=8.6837 total_charge=+1 lumo_ha=-0.08527 e_tot_ha=-2127.302927
C -3.447 4.120 -2.224 -0.28
P -2.080 4.645 -1.147 1.05
C -0.665 3.978 -2.086 -0.27
N -2.283 3.287 0.224 -0.31
F -3.623 2.896 0.200 0.00
C -2.025 3.866 1.588 -0.12
C -0.549 3.575 1.835 -0.12
C -0.194 2.351 0.954 -0.12
C -1.459 2.039 0.161 -0.10
H -3.200 4.558 -3.196 0.06
H -4.387 4.547 -1.883 0.04
H -3.545 3.044 -2.350 0.05
H 0.133 3.602 -1.450 0.04
H -0.259 4.855 -2.598 0.06
H -0.906 3.220 -2.830 0.04
H -2.255 4.926 1.555 0.11
H -2.703 3.353 2.266 0.14
H -0.374 3.355 2.886 0.11
H 0.049 4.448 1.581 0.12
H 0.024 1.494 1.584 0.09
H 0.662 2.550 0.315 0.11
H -1.317 1.745 -0.874 0.09
H -2.064 1.284 0.660 0.15
C -0.060 -0.839 -3.748 -0.14
C 1.425 -0.786 -4.106 -0.15
C 1.677 0.711 -4.132 -0.18
O 0.791 1.291 -3.154 -0.16
C -0.168 0.309 -2.756 -0.23
H -0.375 -1.791 -3.324 0.12
H -0.676 -0.637 -4.626 0.10
H 2.022 -1.262 -3.325 0.12
H 1.665 -1.256 -5.059 0.09
H 1.446 1.135 -5.113 0.12
H 2.698 0.986 -3.866 0.12
H 0.061 -0.030 -1.737 0.12
H -1.164 0.764 -2.763 0.10
C 4.750 -2.597 -7.820 -0.16
C 3.692 -3.535 -8.399 -0.16
C 2.483 -3.201 -7.536 -0.20
O 2.613 -1.817 -7.191 -0.19
C 3.925 -1.353 -7.526 -0.20
H 5.575 -2.399 -8.502 0.11
H 5.160 -3.011 -6.897 0.12
H 3.495 -3.287 -9.443 0.12
H 3.965 -4.588 -8.343 0.11
H 2.470 -3.800 -6.619 0.12
H 1.532 -3.341 -8.052 0.11
H 3.862 -0.701 -8.403 0.12
H 4.308 -0.768 -6.688 0.12
C -1.942 -0.659 -9.260 -0.16
C -0.480 -0.901 -8.889 -0.16
C -0.520 -0.752 -7.375 -0.21
O -1.817 -1.192 -6.963 -0.15
C -2.666 -1.339 -8.105 -0.20
H -2.221 -1.072 -10.228 0.11
H -2.158 0.411 -9.269 0.11
H -0.182 -1.916 -9.162 0.11
H 0.214 -0.206 -9.359 0.12
H -0.392 0.298 -7.082 0.12
H 0.237 -1.345 -6.867 0.09
H -2.817 -2.405 -8.307 0.12
H -3.634 -0.891 -7.878 0.12
C 0.837 -1.112 5.314 -0.16
C 1.989 -0.110 5.265 -0.15
C 2.032 0.248 3.786 -0.19
O 0.678 0.154 3.323 -0.18
C -0.127 -0.513 4.305 -0.19
H 0.383 -1.224 6.296 0.09
H 1.174 -2.099 4.996 0.12
H 1.743 0.778 5.851 0.09
H 2.932 -0.513 5.633 0.12
H 2.656 -0.450 3.220 0.12
H 2.391 1.262 3.601 0.11
H -0.783 0.223 4.784 0.10
H -0.750 -1.255 3.804 0.12
C -0.289 -5.545 8.421 -0.17
C -0.410 -4.398 9.424 -0.17
C 0.024 -3.209 8.577 -0.21
O -0.382 -3.504 7.238 -0.17
C -0.767 -4.879 7.139 -0.20
H -0.884 -6.418 8.685 0.11
H 0.753 -5.857 8.324 0.11
H -1.447 -4.281 9.743 0.12
H 0.209 -4.527 10.310 0.11
H 1.111 -3.081 8.605 0.12
H -0.443 -2.271 8.883 0.11
H -1.856 -4.941 7.043 0.12
H -0.317 -5.300 6.239 0.12
C -0.173 3.020 6.721 -0.16
C -0.295 1.895 7.749 -0.16
C -1.702 2.124 8.287 -0.19
O -2.457 2.666 7.197 -0.13
C -1.584 3.056 6.145 -0.22
H 0.585 2.836 5.959 0.10
H 0.062 3.963 7.216 0.12
H -0.237 0.923 7.252 0.09
H 0.467 1.931 8.525 0.12
H -1.700 2.840 9.114 0.12
H -2.190 1.209 8.622 0.12
H -1.682 2.347 5.311 0.10
H -1.881 4.046 5.794 0.12

=====

Record 2
27
Properties=species:S:1:pos:R:3:lowdin_charge:R:1 method="wB97M-V/def2-TZVPD" orbital_gap_ev=8.2458 total_charge=0 lumo_ha=0.01400 de_lowest_ev=2.4883 e_tot_ha=-519.235300
C -1.515 -1.800 0.215 -0.07
N -1.317 1.097 0.174 0.11
C -0.754 0.318 -0.815 -0.33
C -0.916 -1.024 -0.936 -0.30
C -0.329 -1.917 -2.019 -0.07
C 0.099 2.384 -2.060 0.01
C -0.182 1.087 -1.964 -0.10
H -2.511 -1.457 0.525 0.09
H -0.894 -1.862 1.130 0.06
H -1.489 -2.866 -0.027 0.07
H -0.757 1.908 0.421 0.06
H -1.457 0.665 1.080 0.09
H 0.738 -2.094 -1.896 0.07
H -0.747 -2.930 -2.019 0.07
H -0.548 -1.515 -3.008 0.07
H 0.675 2.928 -2.788 0.05
H -0.234 3.083 -1.304 0.05
H 0.138 0.403 -2.732 0.08
H 1.077 -1.859 3.185 0.03
H 1.093 -0.509 2.634 0.02
O 0.579 -1.038 3.268 -0.07
H 1.033 -1.462 0.517 -0.01
H 2.410 -2.040 -0.099 0.06
O 1.951 -1.684 0.687 -0.06
H 1.557 2.425 2.292 0.05
H 1.822 3.002 0.943 0.04
O 1.129 2.985 1.617 -0.06

=====

Record 3
14
Properties=species:S:1:pos:R:3:lowdin_charge:R:1 method="wB97M-V/def2-TZVPD" orbital_gap_ev=10.8135 total_charge=0 lumo_ha=0.02622 de_lowest_ev=3.6436 e_tot_ha=-617.870179
C 1.937 -0.587 -0.097 -0.09
C 0.380 -0.409 0.238 -0.33
C -0.399 0.634 -0.350 -0.42
C -1.538 0.634 0.298 -0.54
H 2.738 0.168 0.471 0.13
H 1.992 -0.525 -1.143 0.03
H 2.203 -1.631 0.086 0.05
H 0.118 -0.667 1.338 0.14
H -0.102 -1.321 -0.204 0.11
H -0.587 0.490 -1.600 0.21
H 0.307 1.648 -0.363 0.19
H -2.219 1.624 0.106 0.12
H -1.771 0.546 1.342 0.05
Cl -3.057 -0.604 -0.121 0.34

=====

Record 4
82
Properties=species:S:1:pos:R:3:lowdin_charge:R:1 method="wB97M-V/def2-TZVPD" multiplicity=3 s_squared=2.017 orbital_gap_ev="5.1812 / 6.0280" total_charge=0 lumo_ha="-0.01146 / -0.06187" e_tot_ha=-2479.870361
Pt -0.216 -0.990 -1.559 0.89
C -1.539 1.976 -1.594 -0.18
C -1.634 0.839 -2.393 -0.32
C -1.212 0.872 -3.845 -0.29
C 0.044 0.084 -4.253 -0.33
C 1.116 -0.035 -3.201 -0.27
C 1.480 1.034 -2.371 -0.09
C 0.907 2.380 -2.388 -0.17
C -0.295 2.730 -1.411 -0.19
C 1.440 -1.725 -0.640 -0.32
H -2.394 2.234 -0.945 0.11
H -2.524 0.208 -2.203 0.06
H -1.126 1.915 -4.192 0.10
H -2.063 0.447 -4.418 0.01
H -0.248 -0.934 -4.556 0.07
H 0.441 0.600 -5.147 0.05
H 1.885 -0.813 -3.397 0.10
H 2.296 0.823 -1.659 0.12
H 0.619 2.651 -3.412 0.11
H 1.725 3.060 -2.087 0.12
H 0.081 2.659 -0.375 0.09
H -0.553 3.794 -1.569 0.12
H 1.748 -1.174 0.271 0.01
H 2.257 -1.722 -1.381 -0.01
H 1.116 -2.741 -0.367 -0.01
P 1.415 -0.867 -6.671 1.13
P -2.306 0.088 -6.666 1.14
N 2.773 0.190 -7.061 -0.26
N 2.046 -2.185 -7.731 -0.25
N -2.413 1.643 -7.484 -0.26
N -3.821 -0.553 -7.366 -0.25
C 0.264 -0.132 -7.916 -0.39
C -1.151 -0.740 -7.836 -0.38
C 3.916 0.216 -6.248 -0.14
C 4.898 0.954 -6.885 -0.10
C 4.373 1.381 -8.138 -0.09
C 3.077 0.888 -8.230 -0.15
C 2.298 -3.473 -7.250 -0.16
C 2.714 -4.278 -8.302 -0.10
C 2.746 -3.456 -9.480 -0.09
C 2.346 -2.180 -9.098 -0.14
C -2.658 2.841 -6.794 -0.14
C -2.499 3.906 -7.663 -0.09
C -2.156 3.362 -8.949 -0.08
C -2.134 1.980 -8.819 -0.16
C -4.659 -0.110 -8.402 -0.13
C -5.451 -1.164 -8.829 -0.10
C -5.103 -2.303 -8.038 -0.11
C -4.119 -1.909 -7.159 -0.17
H 0.652 -0.286 -8.938 0.06
H 0.238 0.954 -7.745 0.08
H -1.610 -0.740 -8.835 0.08
H -1.106 -1.788 -7.491 0.08
H 3.895 -0.276 -5.286 0.09
H 5.884 1.159 -6.494 0.09
H 4.874 1.970 -8.894 0.09
H 2.340 1.006 -9.011 0.09
H 2.154 -3.686 -6.205 0.09
H 2.971 -5.326 -8.241 0.09
H 3.035 -3.752 -10.479 0.09
H 2.241 -1.288 -9.692 0.09
H -2.934 2.817 -5.750 0.10
H -2.609 4.956 -7.420 0.09
H -1.938 3.933 -9.846 0.10
H -1.935 1.223 -9.557 0.10
H -4.645 0.916 -8.740 0.10
H -6.188 -1.132 -9.625 0.09
H -5.517 -3.304 -8.110 0.09
H -3.582 -2.461 -6.400 0.10
C -3.017 -0.663 0.386 -0.24
Si -1.132 -0.784 0.564 0.40
C -0.600 0.716 1.642 -0.20
C -0.752 -2.304 1.657 -0.23
H -3.318 0.187 -0.240 0.00
H -3.491 -0.547 1.372 0.03
H -3.397 -1.586 -0.070 0.02
H -1.272 0.814 2.511 0.04
H 0.418 0.585 2.031 0.03
H -0.640 1.666 1.097 -0.01
H -1.062 -2.126 2.697 0.03
H -1.305 -3.174 1.280 0.03
H 0.319 -2.542 1.653 0.01

=====

Record 5
3
Properties=species:S:1:pos:R:3:lowdin_charge:R:1 method="wB97M-V/def2-TZVPD" orbital_gap_ev="6.7127 / 6.7158" total_charge=0 lumo_ha="-0.15315 / -0.15305" de_lowest_ev=2.2329 e_tot_ha=-958.116163
F 1.416 -0.636 0.001 -0.55
S 0.666 0.813 0.001 0.71
Cl -2.082 -0.177 -0.002 -0.17